Here is a structure of composition C53H44AsCeN3O6PS3Se3Te from the Open Molecules 2025 dataset. Energies are from ωB97M-V/def2-TZVPD.

Atoms and positions in Å:
Ce1 0.269 -0.270 0.032
O1 -4.151 1.136 2.580
S1 -3.452 0.032 1.963
O2 -3.168 -1.129 2.747
O3 -2.219 0.468 1.254
C1 -4.518 -0.533 0.595
C2 -5.751 -1.146 0.957
C3 -6.648 -1.622 0.019
C4 -6.286 -1.589 -1.325
C5 -5.119 -0.947 -1.698
C6 -4.226 -0.380 -0.772
P1 -2.678 0.361 -1.590
C7 -2.891 0.026 -3.402
C8 -2.775 -1.279 -3.820
C9 -2.699 -1.610 -5.164
C10 -2.820 -0.603 -6.115
C11 -2.892 0.715 -5.717
C12 -2.884 1.032 -4.364
C13 -3.267 2.147 -1.517
C14 -2.433 3.258 -1.317
C15 -2.941 4.534 -1.039
C16 -4.307 4.735 -0.947
C17 -5.148 3.657 -1.141
C18 -4.647 2.396 -1.468
H1 -5.919 -1.287 2.011
H2 -7.603 -2.116 0.264
H3 -6.882 -2.087 -2.060
H4 -4.936 -0.799 -2.760
H5 -2.678 -2.027 -3.055
H6 -2.530 -2.627 -5.489
H7 -2.830 -0.889 -7.186
H8 -2.879 1.509 -6.445
H9 -2.989 2.051 -4.043
H10 -1.321 3.064 -1.287
H11 -2.244 5.377 -0.964
H12 -4.686 5.738 -0.704
H13 -6.259 3.764 -1.029
H14 -5.317 1.574 -1.645
Se1 3.335 -1.730 -1.825
Se2 2.472 -2.197 -4.029
Te1 0.497 -4.046 -3.044
Se3 -0.551 -2.607 -1.241
S2 4.487 -0.865 1.806
C19 4.289 -1.325 3.474
C20 5.218 -0.953 4.424
C21 5.119 -1.326 5.737
C22 4.045 -2.118 6.179
C23 3.127 -2.581 5.250
C24 3.188 -2.141 3.909
As1 2.005 -2.676 2.441
C25 0.572 -3.530 3.508
C26 0.163 -4.822 3.399
C27 -0.951 -5.285 4.117
C28 -1.679 -4.375 4.906
C29 -1.234 -3.065 5.052
C30 -0.105 -2.676 4.332
C31 3.110 -4.260 1.883
C32 2.886 -4.709 0.569
C33 3.675 -5.765 0.063
C34 4.648 -6.341 0.866
C35 4.829 -5.899 2.153
C36 4.058 -4.876 2.694
H15 6.046 -0.343 4.109
H16 5.895 -0.993 6.411
H17 3.959 -2.472 7.201
H18 2.357 -3.190 5.605
H19 0.712 -5.558 2.834
H20 -1.293 -6.306 4.080
H21 -2.545 -4.744 5.437
H22 -1.817 -2.337 5.597
H23 0.257 -1.674 4.526
H24 2.161 -4.254 -0.069
H25 3.512 -5.992 -0.997
H26 5.240 -7.188 0.539
H27 5.598 -6.377 2.733
H28 4.264 -4.460 3.690
O4 1.067 1.470 1.169
S3 1.453 2.589 0.218
O5 0.888 3.856 0.563
N1 0.988 1.914 -1.088
C37 1.159 2.589 -2.261
C38 1.515 3.889 -2.468
C39 1.641 4.334 -3.765
C40 1.424 3.545 -4.869
C41 1.144 2.168 -4.634
C42 1.005 1.266 -5.720
C43 0.521 0.057 -5.409
C44 0.186 -0.216 -4.047
N2 0.433 0.506 -3.020
C45 0.932 1.744 -3.344
C46 3.330 2.903 0.008
C47 4.271 1.901 -0.166
C48 5.609 2.311 -0.317
C49 6.003 3.607 -0.274
C50 5.067 4.626 -0.228
C51 3.743 4.288 -0.061
H29 1.721 4.620 -1.675
H30 1.915 5.375 -3.983
H31 1.489 3.845 -5.905
H32 1.276 1.591 -6.722
H33 0.410 -0.763 -6.107
H34 -0.254 -1.164 -3.836
H35 4.002 0.867 -0.132
H36 6.354 1.505 -0.326
H37 7.057 3.954 -0.246
H38 5.360 5.675 -0.299
H39 3.014 5.024 0.125
C52 -2.209 2.965 3.875
C53 -1.721 3.410 2.503
N3 -2.440 4.412 1.960
O6 -0.764 2.957 1.898
H40 -1.402 3.145 4.613
H41 -2.369 1.884 3.838
H42 -3.129 3.489 4.118
H43 -3.279 4.831 2.353
H44 -2.235 4.452 0.981

Forces on atoms 1 to 3 (eV/Å):
-0.4 0.0 -1.3
-0.3 -0.3 0.1
1.0 0.3 -2.0

multiplicity	2
net charge	-2
E_tot	-14381.054154	Eh

Löwdin atomic charge list, values in e, 5 entries:
1 Ce 0.569
2 O -0.317
3 S 0.431
4 O -0.303
5 O -0.446